1.
The following is a DFT calculation (ωB97M-V with the def2-TZVPD basis set) of a molecular structure, C34H44BrN2O3PSi2Ti.

The geometry in XYZ format:
```
88
Properties=species:S:1:pos:R:3:forces:R:3:mulliken_charge:R:1
Ti -0.521049 0.303428 0.304502 -1.06 0.38 -2.11 -1.91
C 1.816170 4.807652 0.795884 -0.02 -0.09 -0.01 -1.28
Si 0.996541 3.197510 1.303370 0.09 -0.03 0.16 0.54
C -0.252960 3.622484 2.668946 -0.02 -0.07 -0.24 -0.91
C 2.322471 2.100583 2.082732 -0.10 0.14 0.02 -0.41
C 0.064632 2.290515 -0.085484 0.17 0.25 -0.22 3.80
C -1.382408 2.570406 -0.130347 -0.09 0.27 -0.20 -1.90
C -2.041119 3.806928 -0.060385 -0.02 0.01 0.12 -0.85
C -3.395843 3.859806 -0.289013 0.04 -0.03 0.00 -0.86
C -4.100932 2.686795 -0.587389 -0.01 0.03 0.01 -1.26
C -3.416498 1.500801 -0.598252 -0.06 -0.15 -0.01 -0.79
N -2.099239 1.442315 -0.345515 -0.43 0.71 -0.32 1.31
Si 0.597633 2.361439 -1.955264 -0.08 0.22 -0.34 0.74
C 1.075511 4.126952 -2.380007 -0.09 -0.10 0.03 -1.25
C 1.928704 1.260003 -2.692472 0.05 0.08 0.31 -0.88
C -0.931378 1.904884 -2.984601 0.06 0.10 0.18 -1.13
H 2.110190 5.357942 1.693222 0.01 -0.03 0.03 0.40
H 1.147626 5.447434 0.218625 -0.01 0.04 0.01 0.36
H 2.716301 4.636583 0.202479 -0.04 0.01 0.03 0.21
H 0.219778 3.556861 3.651402 0.05 0.00 -0.02 0.43
H -1.123751 2.962755 2.677244 0.03 0.09 0.02 0.09
H -0.619151 4.645349 2.561377 -0.04 0.01 -0.02 0.40
H 2.419184 2.324662 3.147338 -0.07 0.07 0.04 0.54
H 3.295179 2.287210 1.624523 -0.16 -0.02 0.08 0.23
H 2.103728 1.036990 1.982449 0.01 0.06 0.13 -0.30
H -1.464405 4.702248 0.124128 0.01 0.02 0.03 0.56
H -3.912827 4.810507 -0.269336 0.00 0.00 -0.01 0.47
H -5.156679 2.706966 -0.814739 0.00 0.00 0.00 0.56
H -3.905253 0.562666 -0.828339 0.01 0.00 0.02 0.66
H 2.019796 4.400472 -1.909804 0.00 0.01 -0.02 0.33
H 0.318360 4.852737 -2.075710 0.01 0.01 0.00 0.30
H 1.207649 4.214375 -3.460963 -0.02 -0.02 -0.01 0.42
H 2.927602 1.622769 -2.460285 0.08 -0.02 0.05 0.17
H 1.803548 1.305340 -3.777674 -0.05 0.07 0.01 0.57
H 1.860508 0.220668 -2.384117 0.01 -0.04 -0.01 0.09
H -1.777878 2.575163 -2.815808 -0.03 -0.05 -0.01 0.27
H -1.270283 0.881952 -2.795169 -0.02 -0.01 -0.06 0.21
H -0.670247 1.966132 -4.042507 0.07 0.01 0.01 0.51
Br 5.066912 2.678478 -0.556567 0.03 -0.01 -0.08 -0.06
C 4.741674 0.878845 -0.047526 -0.07 -0.06 -0.05 0.06
C 5.818157 0.078880 0.315209 0.00 -0.01 0.04 -0.69
C 5.537920 -1.211063 0.727608 0.06 0.04 0.00 -0.57
C 4.218657 -1.635487 0.779152 -0.08 -0.08 -0.03 -0.95
C 3.233307 -0.750189 0.377250 0.06 0.20 -0.11 0.22
N 3.488899 0.490486 -0.036904 0.09 -0.12 -0.32 0.13
C 1.789321 -1.132751 0.529180 0.34 -0.52 0.07 0.42
O 1.466565 -1.889019 1.417113 0.02 -0.09 -0.12 -0.69
O 0.909427 -0.607341 -0.324123 1.36 -0.85 -0.14 -0.37
H 6.825530 0.466422 0.286508 0.01 -0.02 -0.02 0.45
H 6.338772 -1.874305 1.025283 0.01 0.00 -0.01 0.45
H 3.953526 -2.625668 1.120035 -0.02 0.02 0.02 0.55
C 0.346203 -0.378662 4.177229 0.00 0.00 -0.10 -1.87
C -0.716321 0.195617 3.303915 0.34 -0.28 -0.12 0.72
O -0.542858 0.135005 2.029055 -0.37 0.04 3.34 0.97
C -1.917125 0.802365 3.826389 -0.25 0.11 -0.04 0.29
C -1.993212 1.209734 5.164576 0.07 -0.10 -0.06 -0.92
C -3.123915 1.853557 5.629831 -0.02 0.04 0.07 -0.85
C -4.199903 2.088867 4.782350 0.03 -0.01 -0.04 -0.68
C -4.147440 1.663059 3.460025 -0.03 -0.01 -0.01 -0.58
C -3.015698 1.029842 2.986162 0.11 -0.13 -0.04 1.54
H 0.991901 -1.031551 3.593224 -0.01 0.02 -0.01 0.17
H -0.096817 -0.941569 4.998612 0.01 0.02 0.02 0.57
H 0.959420 0.419430 4.605759 0.00 0.02 0.01 0.40
H -1.156904 1.038041 5.829141 -0.01 0.02 0.02 0.47
H -3.168065 2.177662 6.660848 0.00 0.01 0.00 0.43
H -5.079882 2.597802 5.151777 0.00 -0.01 0.02 0.42
H -4.992579 1.824650 2.802723 0.01 0.00 0.00 0.47
H -2.969160 0.668275 1.966606 -0.08 0.11 0.01 -0.76
C -1.526919 -3.073649 1.187874 0.01 0.11 -0.03 -1.37
P -2.125229 -1.862129 -0.050282 0.12 -0.76 -0.11 2.03
C -1.458367 -2.522032 -1.638500 -0.06 0.08 0.12 -1.71
C -3.884077 -2.368154 -0.124031 0.00 0.40 0.04 0.87
C -4.237098 -3.594072 -0.685624 0.02 0.02 -0.06 -0.83
C -5.557450 -4.012188 -0.680794 -0.02 -0.03 -0.02 -0.73
C -6.543334 -3.214368 -0.114992 0.03 0.00 0.01 -0.57
C -6.202687 -1.994253 0.445835 -0.02 0.02 0.00 -0.78
C -4.879312 -1.574336 0.440745 0.01 -0.07 0.06 -0.25
H -1.794583 -4.084240 0.879852 -0.01 -0.01 0.00 0.52
H -2.007110 -2.861105 2.144828 0.00 0.01 -0.01 0.30
H -0.449496 -2.985385 1.309870 0.01 -0.02 0.00 0.30
H -1.270707 -3.593090 -1.570902 -0.03 -0.02 -0.02 0.50
H -0.522581 -2.023508 -1.885127 0.03 -0.03 0.02 0.36
H -2.175433 -2.332551 -2.437084 0.01 0.01 -0.01 0.40
H -3.482965 -4.229278 -1.133412 -0.01 -0.01 0.01 0.32
H -5.818218 -4.965315 -1.121408 0.00 0.00 0.01 0.42
H -7.572551 -3.546887 -0.106981 0.00 0.00 -0.02 0.39
H -6.966311 -1.365947 0.885554 0.01 -0.01 0.02 0.45
H -4.626707 -0.628272 0.901897 0.03 0.03 0.03 0.20
```
Forces are in eV/Å.

Summary:
Energy relative to the best compared isomer or geometry (same formula, charge and spin)   119.3 kJ/mol
Largest force on an atom   3.36 eV Å⁻¹
Charge   +1
Multiplicity   2
Gap between HOMO and LUMO (spin up / spin down)   6.41 / 7.61 eV
DFT total energy   -6001.0140 hartree
HOMO (spin up / spin down)   -9.654 / -11.063 eV



2.
The following is a DFT calculation (ωB97M-V with the def2-TZVPD basis set) of a molecular structure, C34H44IrN8O3P2S.

The geometry in XYZ format:
```
93
Properties=species:S:1:pos:R:3:forces:R:3:mulliken_charge:R:1
Ir -0.148403 0.135582 0.569013 0.20 0.04 0.34 1.67
O 3.813878 0.333630 1.333277 0.05 -0.03 0.04 -0.69
C 2.813121 0.938440 1.021552 -0.19 0.00 -0.14 -0.21
O 1.626879 0.696560 1.536580 0.03 -0.38 0.09 -0.61
C 2.888853 2.078336 0.031993 -0.03 -0.04 0.01 0.27
C 4.139285 2.494778 -0.403753 -0.01 0.02 0.00 -0.31
C 4.250871 3.533814 -1.313539 0.00 0.00 0.00 -0.88
C 3.110106 4.163694 -1.791814 0.01 0.02 -0.01 -0.70
C 1.856816 3.761003 -1.358053 -0.01 0.00 0.01 -0.76
C 1.741583 2.711722 -0.448895 0.11 -0.15 0.01 0.37
P 0.152621 2.321517 0.303496 -0.41 0.22 -0.30 1.88
C 0.094586 3.429557 1.729514 -0.04 0.00 0.00 1.01
C 0.538236 3.076205 3.003231 0.01 -0.06 0.01 -0.55
C 0.556207 4.023264 4.013178 -0.02 0.00 0.01 -0.74
C 0.150092 5.325389 3.763037 -0.01 0.00 -0.01 -0.59
C -0.260531 5.690045 2.490223 0.01 0.00 0.00 -0.83
C -0.285332 4.749423 1.473825 -0.02 0.02 0.00 -0.69
C -1.167654 2.817635 -0.827941 0.04 0.00 -0.01 -0.06
C -1.033403 2.581404 -2.196537 0.02 0.01 -0.01 -0.21
C -2.105041 2.796921 -3.047360 0.00 0.00 0.01 -0.87
C -3.322478 3.225814 -2.535135 0.01 0.00 0.00 -0.70
C -3.470624 3.431452 -1.170697 -0.01 0.00 -0.01 -0.86
C -2.399485 3.224341 -0.315486 0.00 -0.01 0.04 -0.54
H 5.012856 1.991174 -0.011942 0.00 0.00 0.00 0.54
H 5.227443 3.860416 -1.645269 0.00 0.00 0.00 0.44
H 3.194461 4.981425 -2.495101 0.00 0.00 0.00 0.50
H 0.976498 4.277106 -1.717357 -0.01 0.00 0.00 0.42
H 0.871252 2.069913 3.206370 -0.03 -0.02 -0.01 0.60
H 0.879812 3.735276 5.004249 0.01 0.00 0.00 0.46
H 0.150116 6.054748 4.561474 0.00 0.00 0.00 0.42
H -0.573488 6.705030 2.286536 0.00 0.00 0.00 0.48
H -0.610156 5.050961 0.486046 0.00 0.00 0.01 0.36
H -0.092329 2.225970 -2.599439 0.00 0.00 0.00 0.37
H -1.990366 2.629405 -4.110154 0.00 0.00 0.00 0.48
H -4.157992 3.398121 -3.200774 0.00 0.00 0.00 0.43
H -4.420459 3.756212 -0.767714 0.00 0.00 0.00 0.50
H -2.525264 3.381936 0.749140 -0.01 0.00 0.00 0.53
N -1.229916 0.702911 2.117721 0.17 0.02 0.03 0.36
C -1.759122 1.003088 3.104418 0.07 0.09 -0.04 0.76
C -2.384924 1.387041 4.263756 -0.09 -0.04 -0.01 0.11
C -2.883807 2.711989 4.347238 -0.01 -0.04 -0.05 -0.05
N -3.277441 3.795384 4.360274 0.04 0.04 -0.01 -0.57
C -2.536194 0.421109 5.289990 0.09 0.01 0.05 -0.12
N -2.612953 -0.404186 6.091345 -0.05 -0.03 -0.04 -0.54
C -5.243823 -3.618454 -0.684421 0.01 0.00 0.00 -0.95
C -4.051183 -3.602450 -1.630872 0.01 0.00 0.02 -0.79
N -3.282942 -2.359695 -1.566258 0.02 0.00 0.04 -0.05
C -2.500596 -1.967426 -0.551859 -0.13 0.22 -0.07 0.13
S -2.139404 -0.279929 -0.543923 -0.07 -0.06 -0.08 -0.32
N -2.128655 -2.875010 0.343569 0.11 -0.10 0.02 0.03
C -1.551801 -2.641947 1.669092 -0.20 -0.01 0.00 0.87
C -2.617518 -2.385168 2.718968 0.02 0.03 0.01 -1.53
H -5.783631 -4.559947 -0.778823 0.00 0.00 0.00 0.40
H -5.929403 -2.805510 -0.920494 0.00 0.00 0.00 0.31
H -4.936044 -3.506345 0.355940 0.00 0.00 0.00 0.20
H -4.378192 -3.706539 -2.663747 -0.01 0.01 0.00 0.53
H -3.385018 -4.451342 -1.451461 0.01 -0.01 0.00 0.29
H -3.495068 -1.637353 -2.236481 0.00 -0.01 -0.01 0.27
H -2.503938 -3.801954 0.210940 0.01 -0.02 0.00 0.42
H -0.866827 -1.795658 1.615558 0.04 -0.04 0.04 -1.08
H -0.950185 -3.518171 1.910660 0.01 0.00 0.00 0.49
H -3.179934 -1.481984 2.477582 -0.01 -0.02 0.01 0.26
H -2.162559 -2.253560 3.700316 -0.01 0.03 0.02 0.47
H -3.312469 -3.224497 2.781732 0.02 0.00 0.00 0.40
C 3.169009 -0.165730 -2.410289 0.03 0.02 0.01 -0.87
N 2.674521 -1.536814 -2.469863 -0.05 -0.02 0.01 0.57
C 2.797805 -2.199531 -3.762212 0.00 0.00 0.00 -1.10
P 1.837988 -2.107414 -1.190153 -0.06 -0.09 0.04 -0.68
O 0.713135 -1.167959 -0.767361 0.24 0.31 -0.14 -0.16
N 2.857757 -2.362555 0.047239 0.01 -0.04 -0.01 0.71
C 4.279644 -2.647284 -0.115011 0.00 0.03 0.02 -1.08
C 2.366241 -2.563729 1.409466 0.00 0.06 -0.02 -1.34
N 1.173555 -3.526181 -1.687822 -0.07 -0.01 0.04 0.24
C 1.302765 -4.764517 -0.935066 0.04 0.00 -0.05 -0.86
C 0.045647 -3.490637 -2.608567 -0.02 -0.01 0.02 -0.98
H 4.021503 -0.066792 -3.082024 0.00 0.00 0.00 0.44
H 3.516630 0.058503 -1.405426 0.00 0.02 0.03 0.22
H 2.408579 0.566660 -2.697332 0.00 0.00 -0.01 0.06
H 3.823190 -2.095171 -4.120076 0.00 -0.01 0.00 0.31
H 2.128807 -1.759122 -4.507146 0.00 0.01 0.00 0.35
H 2.575670 -3.258061 -3.668177 -0.01 0.00 0.00 0.35
H 4.584129 -2.478987 -1.144815 0.00 0.00 0.00 0.34
H 4.499708 -3.684910 0.152699 0.00 0.00 0.00 0.34
H 4.848627 -1.984231 0.537885 0.00 0.01 0.00 0.26
H 1.300365 -2.347367 1.467474 0.07 -0.01 -0.01 0.26
H 2.887944 -1.890167 2.087693 0.01 0.03 0.01 0.30
H 2.527941 -3.599249 1.723017 0.01 0.00 0.01 0.41
H 2.234068 -4.776552 -0.375280 0.00 0.00 0.01 0.27
H 1.313733 -5.607577 -1.627920 0.00 0.00 0.00 0.33
H 0.469260 -4.905414 -0.237339 -0.01 0.00 0.00 0.18
H -0.044970 -2.505025 -3.063599 0.00 0.00 0.00 0.31
H -0.892332 -3.705860 -2.085996 0.02 0.00 -0.02 0.17
H 0.180074 -4.230965 -3.400495 0.00 0.00 0.00 0.45
```
Forces are in eV/Å.

Summary:
Energy relative to the best compared isomer or geometry (same formula, charge and spin)   0.0 kJ/mol
Largest force on an atom   0.55 eV Å⁻¹
Charge   +1
Gap between HOMO and LUMO   6.53 eV
DFT total energy   -3170.9100 hartree
HOMO   -9.951 eV